[1]
Computed, not measured: an isolated molecule of C5H7N3, with ωB97M-V with the def2-TZVPD basis set.

XYZ file:
```
15
C5H7N3 | the Open Molecules 2025 dataset | ωB97M-V with the def2-TZVPD basis set
H 0.30 -0.07 -2.23
N 0.06 -1.01 -2.22
C -0.07 -1.11 -0.94
N -0.39 -2.25 -0.50
C -0.02 0.05 0.01
C 0.05 -0.09 1.41
C 0.40 1.25 1.78
N 0.19 2.09 0.80
C -0.21 1.36 -0.31
H -0.76 -2.57 0.63
H -0.32 -3.05 -0.93
H 0.34 -1.11 1.76
H 0.64 1.64 2.69
H 0.02 3.01 1.11
H -0.14 1.55 -1.33
```

Energy above the lowest of the compared OMol25 structures with the same formula, charge and spin (kJ/mol): 354.7
Energy (Ha): -358.88330
Multiplicity: 1
Lowest unoccupied orbital energy (eV): 0.771

***

[2]
Computed, not measured: a cluster of 9 separate species, C26H69BF4N13O10 in total, with ωB97M-V with the def2-TZVPD basis set.

XYZ file:
```
123
C26H69BF4N13O10 | the Open Molecules 2025 dataset | ωB97M-V with the def2-TZVPD basis set
B 3.90 -9.32 -3.26
F 4.78 -8.26 -3.62
F 4.58 -10.51 -3.40
F 3.25 -9.17 -2.01
F 2.90 -9.26 -4.21
C 3.15 -16.48 -9.72
O 2.03 -15.82 -10.22
C 2.19 -14.87 -11.27
C 3.34 -13.87 -11.08
N 3.04 -13.05 -9.94
C 3.99 -11.96 -9.78
C 4.11 -11.23 -8.44
O 4.33 -12.25 -7.45
C 4.57 -11.78 -6.12
H 3.98 -15.89 -9.35
H 3.54 -17.21 -10.44
H 2.64 -17.06 -8.95
H 1.20 -14.44 -11.40
H 2.32 -15.48 -12.16
H 3.28 -13.24 -11.97
H 4.26 -14.44 -11.07
H 3.02 -13.58 -9.08
H 3.78 -11.22 -10.57
H 5.02 -12.28 -9.93
H 3.15 -10.73 -8.28
H 4.94 -10.52 -8.49
H 4.67 -12.59 -5.39
H 3.84 -11.09 -5.70
H 5.58 -11.37 -6.10
C 7.60 -9.69 -6.66
O 8.03 -10.31 -5.48
C 8.37 -9.44 -4.40
C 9.04 -10.28 -3.22
N 10.18 -11.05 -3.68
C 10.92 -11.60 -2.52
C 12.30 -12.07 -3.00
O 13.15 -10.97 -3.42
C 14.44 -11.51 -3.76
H 7.76 -10.47 -7.41
H 8.23 -8.82 -6.87
H 6.54 -9.43 -6.68
H 7.41 -9.05 -4.07
H 9.04 -8.63 -4.68
H 8.29 -10.80 -2.63
H 9.34 -9.47 -2.55
H 10.80 -10.28 -3.90
H 10.34 -12.44 -2.14
H 11.03 -10.84 -1.75
H 12.16 -12.91 -3.68
H 12.78 -12.54 -2.15
H 14.74 -12.51 -3.46
H 15.30 -10.94 -3.39
H 14.46 -11.50 -4.85
C 4.50 -5.70 1.49
C 3.30 -5.70 0.50
C 2.99 -7.22 0.22
C 2.41 -8.00 1.42
C 1.10 -7.35 1.77
C 1.23 -5.82 2.06
N 2.02 -5.12 1.06
O 2.05 -3.75 1.32
C -0.20 -5.30 2.00
C 1.76 -5.72 3.54
C 3.60 -5.00 -0.84
H 5.39 -6.26 1.23
H 4.17 -6.08 2.46
H 4.80 -4.66 1.61
H 2.27 -7.18 -0.60
H 3.91 -7.62 -0.20
H 2.97 -7.88 2.34
H 2.30 -9.05 1.13
H 0.72 -7.89 2.64
H 0.41 -7.59 0.96
H -0.30 -4.26 2.30
H -0.44 -5.41 0.94
H -0.93 -5.94 2.51
H 1.01 -5.60 4.32
H 2.30 -6.64 3.79
H 2.45 -4.89 3.65
H 2.73 -4.68 -1.42
H 4.13 -5.69 -1.49
H 4.14 -4.06 -0.75
H 1.53 -3.50 0.55
C 3.88 -7.45 -7.17
O 4.33 -6.94 -8.19
N 4.54 -7.37 -6.07
N 2.75 -8.06 -6.98
H 5.37 -6.86 -6.34
H 4.27 -7.66 -5.14
H 2.76 -8.50 -6.07
H 2.15 -8.24 -7.77
C 6.86 -13.19 -2.82
O 7.41 -12.72 -3.76
N 5.78 -12.72 -2.39
N 7.26 -14.16 -2.15
H 5.45 -11.94 -2.95
H 5.33 -13.14 -1.59
H 8.16 -14.57 -2.35
H 6.75 -14.46 -1.33
C 7.01 -8.12 -0.78
O 7.77 -7.81 0.06
N 6.41 -9.25 -0.84
N 6.74 -7.51 -1.86
H 5.84 -9.34 -1.66
H 6.37 -9.87 -0.03
H 6.01 -7.94 -2.41
H 7.23 -6.71 -2.21
C 2.32 -12.68 -2.04
O 2.14 -13.85 -1.85
N 2.10 -12.07 -3.15
N 2.77 -11.88 -1.12
H 1.63 -12.49 -3.94
H 2.25 -11.07 -3.26
H 3.01 -12.31 -0.23
H 2.92 -10.89 -1.25
C 7.43 -5.57 -5.34
O 7.05 -6.12 -6.33
N 6.67 -5.40 -4.32
N 8.61 -5.07 -5.23
H 5.73 -5.76 -4.39
H 7.04 -4.93 -3.51
H 9.31 -5.22 -5.94
H 8.97 -4.87 -4.31
```

Charge: -1
Energy above the lowest of the compared OMol25 structures with the same formula, charge and spin (kJ/mol): 447.4
Energy (Ha): -2920.82359
Multiplicity: 1
Lowest unoccupied orbital energy (eV): 2.181